# 1
Density functional theory data (ωB97M-V/def2-TZVPD) for C24H26BF25GaN2O3 as an isolated structure at a distorted geometry.

Geometry as XYZ:
```
82
Properties=species:S:1:pos:R:3
C -5.25588 -0.23039 4.35231
C -4.11783 -1.22515 4.03299
B -2.71200 -0.75374 4.61842
O -2.59275 -0.84844 6.02508
Ga -1.12133 0.02502 3.43653
C 0.26453 0.80040 4.71119
C 0.19041 2.34828 4.85760
C 1.49792 2.98973 4.38114
N 2.64277 2.69114 5.27481
C -1.88698 1.43284 2.13492
C -1.03309 2.05770 1.25888
C -1.52995 2.95500 0.36474
C -2.86088 3.17813 0.40320
C -3.66215 2.56643 1.30320
N -3.19881 1.68269 2.18720
C -0.43918 -1.57529 2.27200
F -1.35997 -1.84143 1.27810
F -0.43709 -2.69218 3.06796
C 0.98027 -1.46484 1.65283
F 1.80959 -2.33875 2.28567
F 1.51912 -0.24980 1.85398
C 1.08953 -1.82592 0.15412
F 0.48061 -2.97433 -0.12554
F 2.42182 -2.01781 -0.12785
C 0.64538 -0.73088 -0.84054
F 1.35289 0.39187 -0.70129
F 0.89937 -1.21061 -2.08763
F -0.65528 -0.45042 -0.77805
H -6.21347 -0.73906 4.44162
H -5.04480 0.26336 5.30023
H -5.35383 0.52517 3.58059
H -4.38363 -2.16458 4.52691
H -4.05432 -1.41760 2.96551
H -3.19574 -0.19685 6.40904
H 0.04066 0.37556 5.68883
H 1.28863 0.49554 4.50675
H -0.65582 2.77029 4.32137
H 0.14556 2.58625 5.92094
H 1.75659 2.65505 3.37903
H 1.36399 4.07381 4.37955
H 2.26122 2.38854 6.16639
H 3.08316 1.85346 4.91092
H 0.02404 1.85009 1.26577
H -0.89931 3.44740 -0.35877
H -3.30464 3.86671 -0.30441
H -4.72311 2.77506 1.30516
C -2.66239 -1.28960 -5.65110
C -3.44470 -2.61974 -5.63274
C -4.92782 -2.59916 -6.01710
F -5.66730 -1.85755 -5.17682
F -5.41208 -3.86419 -5.96999
F -3.27778 -3.22725 -4.44260
F -2.84585 -3.41473 -6.57050
O -2.42723 -0.60156 -4.42909
C -3.31618 0.31260 -3.89598
C -3.84890 -0.13064 -2.53020
F -4.47250 -1.32176 -2.61556
F -4.74667 0.77712 -2.08566
F -4.30635 0.60939 -4.76328
F -2.62592 1.45504 -3.69580
H -1.66019 -1.57663 -5.96699
H -3.03125 -0.61658 -6.42543
H -5.05714 -2.21918 -7.03449
H -3.02935 -0.21381 -1.81325
C 6.09395 -0.24146 -0.86317
C 5.03311 0.69803 -1.47085
C 3.98491 0.09623 -2.40932
F 4.53553 -0.43329 -3.52224
F 3.14088 1.07372 -2.81350
F 5.64986 1.74911 -2.06108
F 4.33181 1.19454 -0.41657
O 7.39993 -0.28517 -1.44403
C 7.73246 -1.12230 -2.48498
C 8.15832 -0.34456 -3.73539
F 7.18141 0.47308 -4.16221
F 8.43641 -1.21910 -4.73171
F 6.76701 -2.01843 -2.74826
F 8.81816 -1.82966 -2.08704
H 6.28040 0.17237 0.12649
H 5.69711 -1.24136 -0.69093
H 3.40589 -0.67484 -1.89859
H 9.04622 0.25387 -3.52146
```

Max |F| in eV/Å: 2.69
Multiplicity: 1
Total charge: -1
Frontier orbital gap in eV: 6.497
Calculated total energy in eV: -155423.8731

Let us look at the Löwdin charges, expressed in e, one per atom: -0.126 -0.214 -0.415 0.015 0.620 -0.238 -0.277 -0.307 -0.022 -0.268 -0.120 -0.098 -0.126 -0.172 0.072 -0.392 0.013 0.026 -0.390 0.118 0.116 -0.344 0.180 0.109 -0.519 0.171 0.145 0.180 0.057 0.052 0.049 0.088 0.076 0.075 0.036 0.027 0.079 0.090 0.099 0.090 0.052 0.045 0.086 0.106 0.098 0.098 -0.041 -0.440 -0.313 0.103 0.091 0.141 0.094 0.045 -0.530 -0.281 0.103 0.100 0.143 0.146 0.147 0.143 0.170 0.168 -0.025 -0.435 -0.309 0.096 0.097 0.127 0.113 0.042 -0.542 -0.291 0.105 0.093 0.156 0.134 0.148 0.147 0.144 0.173

***

# 2
Density functional theory data (ωB97M-V/def2-TZVPD) for C24H26BF5N10O4S3Ti as an isolated structure at a distorted geometry.

Geometry as XYZ:
```
74
Properties=species:S:1:pos:R:3
Ti -1.00902 -0.45932 -0.59019
C -1.37425 -3.92982 -1.71048
C -0.18894 -3.52113 -0.90978
C 0.99930 -4.22406 -0.72795
C 1.79801 -3.39867 0.03781
N 1.12182 -2.28187 0.32602
N -0.10453 -2.34544 -0.27506
B 1.48261 -1.07472 1.24681
N 0.18494 -0.72476 2.04541
C -0.02927 -0.86535 3.35082
C -1.30865 -0.41922 3.64417
C -1.85265 -0.02159 2.43384
C -3.20660 0.52741 2.15952
N -0.93104 -0.20057 1.45902
N 1.79642 0.15326 0.36509
C 2.84797 0.96660 0.25305
C 2.58872 1.89481 -0.73947
C 1.32170 1.58918 -1.21879
C 0.55378 2.30475 -2.27430
N 0.85108 0.51400 -0.55473
N 2.57230 -1.44950 2.20578
C 2.71994 -2.60458 2.91215
C 3.61488 -2.37198 3.91955
C 3.96886 -1.01080 3.78218
C 4.90515 -0.20575 4.61944
N 3.32988 -0.46274 2.76561
H -1.08064 -4.04759 -2.75481
H -1.75001 -4.89052 -1.35819
H -2.18913 -3.21318 -1.65490
H 1.24344 -5.19869 -1.11180
H 2.80010 -3.53526 0.40849
H 0.74970 -1.25324 3.98707
H -1.78252 -0.37830 4.60875
H -3.64125 0.90422 3.08344
H -3.17389 1.33431 1.43021
H -3.86574 -0.24529 1.76614
H 3.69178 0.84138 0.90714
H 3.22594 2.69696 -1.06736
H 1.04570 2.17709 -3.23930
H -0.47409 1.96678 -2.37373
H 0.53496 3.37142 -2.04571
H 2.16694 -3.49727 2.67000
H 3.97216 -3.07928 4.64798
H 5.72104 -0.81928 4.99848
H 5.32948 0.60990 4.03705
H 4.39086 0.22673 5.47872
O -4.45618 0.51302 -0.72007
S -3.53169 -0.34391 -1.36456
O -3.94723 -1.08588 -2.51422
O -2.19671 0.45096 -1.71063
O -2.78003 -1.27363 -0.36586
F -0.26800 5.41352 3.71564
C -0.84014 5.21552 2.54384
C -0.78210 3.95338 1.95855
F -0.15822 2.95817 2.58225
C -1.38132 3.76571 0.74075
F -1.32398 2.54220 0.19764
C -2.06421 4.79650 0.04601
S -2.79173 4.50098 -1.45621
C -2.09801 6.05201 0.68472
F -2.71395 7.06805 0.11245
C -1.49576 6.26233 1.90879
F -1.53528 7.45190 2.49007
C -0.57630 -2.12863 -6.74980
N 0.00606 -1.82195 -5.45648
C -0.68118 -1.39306 -4.39302
N -1.99724 -1.27312 -4.50071
S 0.22431 -1.01383 -2.99057
H 0.18974 -2.58389 -7.37037
H -0.94601 -1.23338 -7.25355
H -1.38489 -2.85401 -6.64589
H 1.00747 -1.81310 -5.35796
H -2.47435 -1.49206 -5.35900
H -2.57035 -0.98278 -3.71501
```

Max |F| in eV/Å: 1.13
Energy above the lowest of the compared OMol25 structures with the same formula, charge and spin in kJ/mol: 17.74
Multiplicity: 2
<S²>: 0.78
Total charge: +1
Frontier orbital gap (spin up / spin down) in eV: 6.852 / 6.835
Calculated total energy in eV: -118285.8737

Let us look at the Löwdin charges, expressed in e, one per atom: 1.112 -0.006 -0.334 0.021 -0.030 0.041 -0.039 -0.639 0.044 0.002 0.028 -0.284 0.000 -0.006 0.051 -0.008 0.022 -0.330 -0.038 -0.062 -0.012 -0.092 -0.007 -0.339 -0.027 0.123 0.087 0.099 0.059 0.120 0.135 0.134 0.120 0.098 0.071 0.086 0.117 0.119 0.092 0.044 0.091 0.124 0.109 0.080 0.077 0.082 -0.215 0.432 -0.256 -0.435 -0.388 0.167 -0.115 -0.138 0.136 -0.228 0.048 -0.570 0.849 -0.233 0.126 -0.135 0.152 -0.056 -0.051 -0.776 0.172 0.807 0.096 0.098 0.093 0.121 0.113 0.049

***

Q: The lowest calculated total energy belongs to which entry?
A: C24H26BF25GaN2O3

***

Q: Which of these has the lowest max |F|?
A: C24H26BF5N10O4S3Ti

***

Q: Which of these has the lowest calculated total energy?
A: C24H26BF25GaN2O3

***

Q: Which of these has the lowest total charge?
A: C24H26BF25GaN2O3